Below is a 3-piece molecular cluster, C33H60BNO4 overall at a distorted geometry, with properties calculated with wB97M-V/def2-TZVPD.

## Properties
SMILES ... CCCCCCCCCCCCCN1C(=O)c2cccc(B(O)O)c2C1=O.CCCCCC.CCCCCC
HOMO-LUMO gap ... 0.3513 Eh
HOMO level ... -9.91 eV

CARTESIAN COORDINATES (ANGSTROEM)
1 C -3.89671 -6.34355 -6.96829
2 C -3.87712 -5.00388 -6.20261
3 C -2.60474 -4.83358 -5.37673
4 C -2.61193 -3.54377 -4.56106
5 C -1.41449 -3.47637 -3.59563
6 C -1.82179 -3.77371 -2.15986
7 C -0.60360 -3.92037 -1.22771
8 C -0.45022 -2.85256 -0.12996
9 C -0.97855 -1.46314 -0.48768
10 C -0.43385 -0.37370 0.45162
11 C -0.10303 0.92916 -0.30066
12 C 0.81230 1.82879 0.53254
13 C 0.62960 3.32110 0.23802
14 N 1.51440 3.81005 -0.83095
15 C 2.78619 4.26249 -0.44616
16 O 3.57295 3.64594 0.20457
17 C 2.96646 5.61205 -1.02732
18 C 4.00143 6.51891 -0.85378
19 C 3.90624 7.73903 -1.52470
20 C 2.81220 8.03736 -2.34714
21 C 1.77063 7.11356 -2.53223
22 B 0.51599 7.39367 -3.44669
23 O -0.23579 8.54562 -3.22544
24 O 0.21381 6.53494 -4.47061
25 C 1.88106 5.90245 -1.84030
26 C 0.95515 4.72872 -1.75230
27 O -0.06685 4.52182 -2.32955
28 H -3.01993 -6.93886 -6.73308
29 H -3.93467 -6.16787 -8.03741
30 H -4.76364 -6.92513 -6.67049
31 H -3.90879 -4.18013 -6.91236
32 H -4.73643 -4.93434 -5.54356
33 H -2.54732 -5.67916 -4.68590
34 H -1.72667 -4.87653 -6.01910
35 H -2.59777 -2.71527 -5.26526
36 H -3.52882 -3.54100 -3.97485
37 H -0.71736 -4.25862 -3.89511
38 H -0.88109 -2.53037 -3.67941
39 H -2.31821 -4.74455 -2.20461
40 H -2.57018 -3.07441 -1.79847
41 H -0.68233 -4.88455 -0.72825
42 H 0.31150 -3.96099 -1.81157
43 H 0.61628 -2.73400 0.06148
44 H -0.87640 -3.16720 0.82080
45 H -0.68797 -1.23184 -1.51091
46 H -2.06419 -1.44616 -0.43729
47 H -1.18862 -0.11483 1.19111
48 H 0.46421 -0.70618 0.96792
49 H 0.37759 0.68415 -1.24332
50 H -1.04376 1.42868 -0.52959
51 H 0.63282 1.67567 1.59497
52 H 1.84148 1.56396 0.30998
53 H 0.75226 3.91525 1.14294
54 H -0.39150 3.47685 -0.09321
55 H 4.83127 6.28486 -0.20460
56 H 4.68813 8.47519 -1.40796
57 H 2.76682 8.98664 -2.85580
58 H -1.11312 8.30646 -2.90712
59 H -0.68043 6.19002 -4.36533
60 C -3.76196 -4.44435 0.71993
61 C -4.30649 -3.14305 1.30195
62 C -3.81330 -2.85794 2.71951
63 C -4.22392 -3.89642 3.76452
64 C -5.73008 -4.11615 3.89519
65 C -6.48989 -2.86921 4.33881
66 H -4.08233 -5.31265 1.29791
67 H -4.11596 -4.58153 -0.30250
68 H -2.67256 -4.43121 0.69776
69 H -5.39946 -3.15847 1.27541
70 H -3.99929 -2.31368 0.65842
71 H -4.16942 -1.87031 3.02639
72 H -2.72010 -2.79173 2.70783
73 H -3.82541 -3.58650 4.73570
74 H -3.74489 -4.85277 3.53703
75 H -5.90055 -4.91133 4.62550
76 H -6.14230 -4.47900 2.94979
77 H -6.11944 -2.51055 5.30127
78 H -7.55363 -3.08397 4.44934
79 H -6.39385 -2.05851 3.61510
80 C 6.95897 2.44595 6.01256
81 C 7.07906 2.78517 4.52943
82 C 5.80564 3.38664 3.93722
83 C 4.58175 2.47096 3.97774
84 C 4.76050 1.12745 3.27252
85 C 5.03888 1.26794 1.77815
86 H 6.18886 1.69498 6.19391
87 H 7.90005 2.04861 6.39568
88 H 6.71017 3.33521 6.59550
89 H 7.36829 1.89045 3.97183
90 H 7.89361 3.50231 4.39702
91 H 6.00163 3.68430 2.90346
92 H 5.56623 4.30973 4.47548
93 H 3.74021 3.00070 3.51975
94 H 4.29276 2.29121 5.01769
95 H 3.84625 0.54282 3.40907
96 H 5.56093 0.55258 3.74743
97 H 4.23244 1.80825 1.28656
98 H 5.12492 0.28428 1.31145
99 H 5.97076 1.80301 1.58862

Results of the Löwdin charge analysis, in e, for atoms 1 through 5: C -0.104; C -0.263; C -0.251; C -0.211; C -0.214

Below is C33H60GeN8O3PbS5 as an isolated structure at a distorted geometry, with properties calculated with wB97M-V/def2-TZVPD.

## Properties
Multiplicity ... 2
HOMO-LUMO gap (alpha / beta) ... 0.2475 / 0.2093 Eh
HOMO level (alpha / beta) ... -4.37 / -4.35 eV
Total charge ... -1

CARTESIAN COORDINATES (ANGSTROEM)
1 Pb 1.10847 0.30475 1.08262
2 C -2.33147 -0.74121 3.41510
3 C -1.06363 -1.14641 4.17123
4 C -0.87216 -0.20683 5.36954
5 C -1.23160 -2.58741 4.67330
6 O 0.04409 -1.07734 3.29608
7 Ge 1.82022 -1.34702 3.86056
8 O 2.29552 0.46391 3.26228
9 C 3.28412 1.30944 3.82854
10 C 3.18648 2.71562 3.23457
11 C 4.67771 0.73870 3.53969
12 C 3.06042 1.39657 5.34322
13 O 2.16766 -1.95839 2.08686
14 C 3.08962 -2.94447 1.67896
15 C 3.76720 -2.48384 0.38667
16 C 4.17589 -3.18106 2.73764
17 C 2.34313 -4.26391 1.43595
18 H -3.20167 -0.83257 4.06957
19 H -2.24388 0.29282 3.08549
20 H -2.47480 -1.38683 2.54768
21 H -1.74634 -0.23085 6.02296
22 H 0.01148 -0.51025 5.93794
23 H -0.71887 0.81257 5.01305
24 H -2.09268 -2.66570 5.34018
25 H -1.37329 -3.25731 3.82287
26 H -0.33407 -2.89508 5.21590
27 H 3.43007 2.69159 2.17094
28 H 2.17618 3.10133 3.35473
29 H 3.88764 3.38504 3.73738
30 H 4.78930 0.58777 2.46438
31 H 5.45667 1.42217 3.88268
32 H 4.79741 -0.22362 4.04534
33 H 2.05856 1.78422 5.53892
34 H 3.13736 0.40207 5.78914
35 H 3.79828 2.05445 5.80575
36 H 4.23705 -1.51326 0.54540
37 H 4.52141 -3.20678 0.06887
38 H 3.03057 -2.36914 -0.40976
39 H 4.71105 -2.24826 2.92626
40 H 3.72543 -3.52156 3.67210
41 H 4.88585 -3.93578 2.39615
42 H 1.63821 -4.15807 0.60828
43 H 3.04501 -5.06605 1.19896
44 H 1.78353 -4.53222 2.33474
45 S 1.53145 3.22668 -0.16870
46 S 0.35067 4.84524 0.20992
47 S -1.18155 3.99233 1.47688
48 S -0.37934 2.45509 2.50210
49 N -1.09793 -2.66332 0.35649
50 C -0.93872 -2.84378 -1.08006
51 C 0.23083 -2.09716 -1.71782
52 N 0.18028 -0.66193 -1.41394
53 H -0.22110 -2.80373 0.85362
54 H -1.37142 -1.70502 0.54150
55 H -1.86663 -2.51658 -1.55422
56 H -0.81121 -3.91071 -1.28723
57 H 0.22111 -2.28853 -2.79940
58 H 1.16634 -2.49594 -1.31563
59 H -0.76704 -0.31266 -1.56022
60 H 0.79597 -0.15813 -2.04655
61 S 3.48431 1.14206 -0.12950
62 C 3.29545 1.48176 -1.86398
63 N 4.36204 1.24491 -2.58204
64 N 4.25332 1.52248 -3.93481
65 C 3.31833 1.03616 -4.80455
66 C 2.44378 0.00120 -4.43870
67 C 1.55255 -0.51487 -5.36018
68 C 1.49375 -0.01725 -6.65663
69 C 2.35151 1.01286 -7.02206
70 C 3.25645 1.53352 -6.11575
71 N 2.15559 1.91335 -2.43336
72 N 1.15715 2.47459 -1.76195
73 C -0.02563 2.63678 -2.50963
74 C 0.00136 2.35178 -3.88606
75 C -1.14868 2.45340 -4.64439
76 C -2.34595 2.86068 -4.07132
77 C -2.37216 3.15016 -2.71787
78 C -1.23508 3.02105 -1.93799
79 H 4.99071 2.10295 -4.28992
80 H 2.50001 -0.39277 -3.43201
81 H 0.89860 -1.32772 -5.06726
82 H 0.79402 -0.42782 -7.37316
83 H 2.30934 1.41797 -8.02605
84 H 3.92127 2.33907 -6.40819
85 H 0.93563 2.06058 -4.34230
86 H -1.10381 2.21478 -5.70007
87 H -3.24459 2.93732 -4.67131
88 H -3.29629 3.46468 -2.24734
89 H -1.32145 3.21376 -0.88096
90 C -6.89952 -0.10913 0.09851
91 C -6.17986 0.87647 -0.82707
92 N -4.80758 0.52100 -1.13036
93 C -4.54877 -0.20549 -2.36430
94 C -4.88764 -1.69411 -2.29062
95 C -3.76711 0.78117 -0.27782
96 C -4.04986 1.64114 0.92786
97 N -2.60089 0.31564 -0.53686
98 H -7.92700 0.22172 0.26481
99 H -6.39829 -0.17439 1.06347
100 H -6.92644 -1.10681 -0.33692
101 H -6.21590 1.87253 -0.38370
102 H -6.71948 0.92889 -1.77499
103 H -3.48951 -0.08667 -2.57802
104 H -5.11884 0.26812 -3.16945
105 H -4.43272 -2.13412 -1.40229
106 H -4.49225 -2.20502 -3.17024
107 H -5.96475 -1.86474 -2.25477
108 H -4.54124 2.57547 0.65354
109 H -3.10877 1.88813 1.41481
110 H -4.67753 1.11480 1.64810
111 H -1.92644 0.63432 0.15020

Results of the Löwdin charge analysis, in e, for atoms 1 through 5: Pb 1.120; C -0.044; C -0.724; C -0.052; C -0.054

Below is a 10-piece molecular cluster, C33H60O16 overall at a distorted geometry, with properties calculated with wB97M-V/def2-TZVPD.

## Properties
SMILES ... C[C@H]1COC(=O)O1.C[C@H]1COC(=O)O1.C[C@H]1COC(=O)O1.CC(C)=O.CC(C)=O.CC(C)=O.CC(C)=O.CC(C)=O.CC(C)=O.CC(C)=O
Energy relative to the best compared isomer or geometry (same formula, charge and spin) ... 94.4 kcal per mole
HOMO-LUMO gap ... 0.3484 Eh
HOMO level ... -9.34 eV

CARTESIAN COORDINATES (ANGSTROEM)
1 C 1.24901 -8.12717 1.55135
2 C 0.74470 -6.71446 1.07180
3 C 1.16402 -5.57065 2.02136
4 O 2.22075 -4.95521 1.33287
5 C 2.40290 -5.47047 0.06777
6 O 3.29169 -5.12211 -0.74280
7 O 1.45979 -6.41849 -0.12685
8 H 0.86597 -8.82181 0.80378
9 H 0.79493 -8.49313 2.47222
10 H 2.32986 -8.25002 1.48245
11 H -0.33959 -6.66893 0.97011
12 H 1.49335 -5.84556 3.02339
13 H 0.27504 -4.94091 2.05673
14 C -3.58689 -6.88008 5.38232
15 C -3.96618 -5.50221 5.91295
16 C -3.53287 -5.26556 7.35751
17 O -2.85630 -4.02875 7.29725
18 C -2.57097 -3.71878 6.09403
19 O -1.71473 -2.83573 5.77510
20 O -3.09551 -4.64432 5.26196
21 H -3.62276 -7.01624 4.30145
22 H -4.28987 -7.61487 5.77475
23 H -2.60199 -7.23806 5.68221
24 H -4.97601 -5.13557 5.72877
25 H -2.83204 -6.02012 7.71472
26 H -4.38918 -5.27074 8.03190
27 C 2.18256 -6.47611 -8.22539
28 C 2.06211 -5.86140 -6.88751
29 C 2.48226 -4.35167 -6.91264
30 O 1.36551 -3.70211 -6.26268
31 C 0.40865 -4.56816 -6.12611
32 O -0.73158 -4.35133 -5.67694
33 O 0.74828 -5.75548 -6.47632
34 H 1.93634 -5.86692 -9.09507
35 H 1.63824 -7.41655 -8.31133
36 H 3.24160 -6.70032 -8.35291
37 H 2.69232 -6.39695 -6.17750
38 H 2.55473 -4.03902 -7.95432
39 H 3.41630 -4.11372 -6.40366
40 C -1.57013 6.97640 -6.81568
41 C -0.11607 6.95453 -6.32689
42 O 0.80254 7.69216 -6.71568
43 C 0.16160 5.92031 -5.16980
44 H -2.07595 7.58371 -6.06506
45 H -2.07879 6.04039 -7.04644
46 H -1.67738 7.50755 -7.76144
47 H 1.08064 6.39649 -4.82819
48 H 0.22892 4.89236 -5.52602
49 H -0.64463 6.04879 -4.44759
50 C 6.01604 2.73036 4.98243
51 C 7.08150 2.52466 6.00366
52 O 8.05932 1.84487 5.78276
53 C 6.81643 3.23968 7.40876
54 H 5.45095 3.63953 5.18783
55 H 5.36490 1.85628 4.97315
56 H 6.50410 2.86725 4.01747
57 H 7.10072 4.28514 7.28917
58 H 7.26398 2.80478 8.30244
59 H 5.75461 3.32824 7.63851
60 C 1.27249 0.62209 -1.35005
61 C 1.63926 1.46334 -0.10549
62 O 2.57158 2.26701 -0.14941
63 C 0.83922 1.33640 1.16039
64 H 1.63261 -0.40614 -1.38409
65 H 1.86755 1.09532 -2.13111
66 H 0.22172 0.76823 -1.60029
67 H 1.24077 1.93217 1.98009
68 H 0.82105 0.33481 1.59004
69 H -0.19674 1.66581 1.08051
70 C -5.24519 4.60522 -1.74542
71 C -5.46163 3.18581 -1.18395
72 O -4.72832 2.77378 -0.31325
73 C -6.47050 2.24406 -1.84253
74 H -5.38938 5.28824 -0.90827
75 H -5.85484 4.82540 -2.62175
76 H -4.18553 4.68464 -1.98817
77 H -6.16298 2.04557 -2.86924
78 H -7.51953 2.53150 -1.77169
79 H -6.40471 1.30920 -1.28591
80 C -2.92522 6.40993 3.49011
81 C -3.72424 7.42582 4.28440
82 O -3.31792 8.14098 5.17276
83 C -5.19874 7.53839 3.97930
84 H -2.71816 5.49303 4.04196
85 H -1.96001 6.81266 3.18307
86 H -3.47559 6.06610 2.61434
87 H -5.72663 6.59040 4.08297
88 H -5.34799 8.01167 3.00883
89 H -5.55370 8.26460 4.71057
90 C -5.79168 -3.32338 0.79060
91 C -4.48267 -3.57904 0.07139
92 O -4.35296 -4.64276 -0.43419
93 C -3.46531 -2.50132 -0.03888
94 H -5.67493 -2.74625 1.70787
95 H -6.39457 -4.23062 0.83009
96 H -6.38276 -2.64217 0.17848
97 H -3.40517 -1.98598 0.91972
98 H -3.77790 -1.87954 -0.87778
99 H -2.57665 -3.05618 -0.33974
100 C 7.90795 5.60274 -2.03094
101 C 7.53292 4.91234 -3.33542
102 O 7.70737 5.51215 -4.39842
103 C 6.88537 3.53242 -3.32179
104 H 8.99695 5.55648 -2.03570
105 H 7.45306 5.08944 -1.18377
106 H 7.60481 6.64848 -2.08214
107 H 7.31435 2.92152 -4.11607
108 H 5.79655 3.58209 -3.31179
109 H 7.12920 2.93932 -2.44038

Results of the Löwdin charge analysis, in e, for atoms 1 through 5: C -0.016; C -0.278; C -0.113; O 0.049; C -0.465